Entry 1:
52
Properties=species:S:1:pos:R:3:forces:R:3 method="wB97M-V/def2-TZVPD" smiles="CCOC(=O)CCCNC(=O)CN1C(=O)NC2(CCCCCC2)C1=O" orbital_gap_ev=10.13 multiplicity=1
C -3.4854 -2.7681 0.5697 0.2 -0.5 0.0
H 3.9948 0.0450 -0.6760 0.0 0.0 0.0
H 3.2861 -0.1556 1.7004 0.1 0.1 0.1
C 0.2856 1.5339 -1.5821 0.1 0.0 -0.2
H 4.1938 -3.4489 0.0997 0.1 0.0 0.0
C -2.6900 3.0475 0.6965 0.0 -0.2 0.4
H 0.1878 -0.5036 -1.6829 -0.1 0.2 0.1
O 2.9964 2.1493 0.4526 0.1 0.0 0.2
C 3.1241 -0.4059 -1.1562 0.0 0.0 0.0
H -4.1609 -3.0140 1.3912 0.1 0.1 -0.1
H 2.0694 -0.8770 2.7427 0.0 0.1 0.0
H -2.4475 -2.9280 0.8799 -0.2 0.0 0.0
N 1.1004 2.3767 -0.8219 -0.2 0.2 -0.1
H -4.8212 -3.4055 -0.9953 -0.1 0.0 0.0
C -3.8021 -3.5950 -0.6678 0.1 0.4 0.2
H -4.1132 0.8579 -0.5934 0.0 0.0 0.0
H 1.6659 4.2238 -0.1066 -0.2 0.0 -0.1
H -3.6162 3.3708 0.2165 0.0 0.0 0.1
C 0.7831 3.7648 -0.5544 -0.1 0.1 0.2
H 0.7818 -1.3575 0.4815 0.0 0.0 0.0
H 3.6099 -2.6145 2.3235 0.0 -0.1 0.0
O -3.6862 -1.3735 0.3275 -0.4 0.1 0.1
H 0.6932 0.2132 1.2622 -0.1 -0.1 -0.1
C 2.1064 1.6792 -0.2048 0.1 -0.3 -0.1
O -0.2235 4.0226 1.6317 0.2 0.0 0.4
H 3.1311 -0.0958 -2.2039 0.0 0.1 0.1
O -1.6254 -1.1762 -0.5306 0.1 -0.2 0.0
H -3.4013 1.2612 1.6761 0.0 0.0 0.1
C 3.0215 -2.2938 1.4607 0.3 0.2 0.0
H -3.1194 -3.3367 -1.4737 0.0 0.0 -0.1
C 3.2322 -1.9285 -1.0698 0.3 0.2 0.0
C -0.3812 3.7864 0.4552 0.2 0.2 -0.5
N 0.7804 0.2889 -1.4812 0.1 -0.2 -0.1
C -2.6891 1.5251 0.8930 -0.1 0.2 -0.1
C 1.8668 0.2034 -0.5240 0.3 -0.2 0.1
C 3.9015 -2.4027 0.2193 -0.3 -0.2 0.0
O -0.6719 1.9039 -2.2310 -0.2 0.2 -0.3
H -2.5920 3.5372 1.6681 -0.1 0.0 -0.1
H -2.4768 1.1567 -1.2387 -0.1 -0.1 0.1
N -1.5682 3.4758 -0.1076 -0.4 0.0 -0.3
C 2.4820 -0.8907 1.7316 -0.2 -0.2 0.0
H -3.6930 -4.6509 -0.4383 0.0 -0.1 0.0
H -1.5639 3.1807 -1.0784 0.2 0.1 0.1
C -2.6908 -0.6913 -0.2307 0.0 0.5 -0.3
H 2.2477 -2.3861 -1.1737 -0.1 -0.1 -0.1
H 2.1785 -2.9834 1.3671 0.0 -0.1 0.0
H -1.6929 1.2279 1.2309 0.0 0.0 0.1
C 1.3731 -0.4838 0.7631 0.2 0.1 0.1
H 0.5096 4.2634 -1.4865 0.1 0.0 0.1
H 3.8403 -2.2698 -1.9104 -0.1 0.0 0.0
C -3.0459 0.7658 -0.3946 0.1 -0.1 0.1
H 4.8148 -1.8240 0.3737 0.1 0.0 0.0



Entry 2:
35
Properties=species:S:1:pos:R:3:forces:R:3 method="wB97M-V/def2-TZVPD" orbital_gap_ev="2.68 / 10.87" multiplicity=2
H -3.4467 1.6025 -0.0512 1.4 -0.5 0.7
H -1.6689 0.0675 0.3493 0.6 0.2 -0.8
H 1.5847 2.5279 -1.2963 0.6 1.2 1.8
H 0.2660 2.3877 2.9914 0.1 -0.7 -0.8
O 0.2632 -2.6428 -2.9439 -0.2 0.2 -1.8
H 0.3672 1.6945 -1.7093 -0.5 0.2 -0.1
H 0.9290 -1.9663 -3.2420 -1.1 -0.9 0.2
H -0.4043 -1.7223 -0.3421 -0.3 -1.0 -1.5
H -0.2526 -2.9237 -3.7726 1.2 0.8 1.8
O 0.6385 1.9478 2.1900 0.9 1.5 1.1
O 2.4175 2.8833 0.1864 0.7 1.6 0.4
C 0.2001 -1.4001 1.5998 -0.2 -1.6 4.2
H 1.5477 -0.1358 -1.3077 -0.7 1.9 -3.8
O -2.7866 1.7842 0.6881 -2.0 0.3 -1.4
H 0.7486 -3.2934 2.5953 -0.9 -0.2 -1.1
H -0.9637 -3.0767 2.7585 -0.1 0.6 -0.4
H -3.1973 2.6176 0.9446 0.5 0.4 0.7
H 2.8406 2.0375 0.1810 0.5 -1.1 0.0
H -0.4154 -0.7622 2.2645 -0.6 -0.1 -1.0
O 1.1850 2.0851 -2.0045 -0.2 -1.0 -2.7
H 2.4100 -0.2600 0.0379 0.2 0.1 1.5
N -0.6754 0.3154 0.1182 0.0 -2.4 -0.2
H 1.8256 -1.7399 -0.7335 1.1 -0.2 -0.6
C -0.1582 -2.9293 2.0282 1.1 0.7 -0.5
H 1.4482 2.5120 2.0289 -1.1 -0.9 -0.3
H -0.4098 -3.5019 1.1081 0.5 0.0 0.8
H 1.0816 -1.2331 2.2531 0.5 0.2 -1.5
H -2.6098 -0.6803 -2.0833 0.2 -0.7 -0.3
H -3.7449 0.2356 -2.6833 1.3 -0.2 1.0
C 0.1954 -1.0212 0.1506 1.0 4.0 1.2
H -0.3932 0.7843 0.9805 0.5 1.3 -0.5
H 3.1609 3.5157 0.0808 -0.6 -0.4 0.1
O -2.9917 0.1964 -2.0205 -1.4 1.0 -0.6
C 1.6101 -0.7083 -0.4990 -2.1 -3.7 2.8
H -0.6017 0.8022 -0.8460 -0.6 -0.5 1.7



Entry 3:
95
Properties=species:S:1:pos:R:3:forces:R:3 method="wB97M-V/def2-TZVPD" orbital_gap_ev=7.53 multiplicity=1
H -7.2874 0.2072 0.1300 -0.3 0.0 -0.4
H -4.5420 2.0417 -0.3477 0.1 -0.2 -0.3
H 2.7983 -5.0725 0.9129 0.2 -0.2 0.0
H -5.8363 1.0221 -2.6305 0.0 0.1 0.1
C -0.4217 -4.8862 1.1613 -1.1 1.1 0.1
H 0.5472 -3.5600 -5.1177 0.4 -0.5 0.3
H -3.8667 3.2764 -1.4932 0.2 -0.4 0.0
H 1.3416 1.3781 2.6708 -0.2 0.3 0.8
F -2.5818 0.3095 -1.4432 0.1 -0.9 0.1
C 1.4525 4.1822 0.4309 -0.9 -1.5 0.4
N -1.5155 4.1670 -3.4055 1.3 -1.5 0.3
O -0.9357 1.8782 -1.9023 0.9 -1.2 1.1
O -0.1408 -2.2127 -2.9237 -0.7 -0.6 -0.4
H 0.7182 -2.9991 1.2301 0.2 -0.5 0.2
H 1.6689 -3.2658 -2.7326 -0.4 -0.3 0.1
H 5.8186 -3.8082 1.4578 0.0 0.0 -0.1
H 2.2608 -2.9961 -5.2107 0.1 -0.1 0.2
H -0.7028 -1.8415 0.0635 -0.1 0.4 0.2
O -2.8426 5.9711 -3.7832 0.7 -0.5 0.6
H -0.9914 3.5856 -2.7536 -0.4 0.5 -0.2
H 3.1114 -3.4932 0.2219 -0.3 0.0 -0.1
O 1.7232 1.2258 -1.1227 -1.1 -1.2 -0.5
H 0.5899 -3.7058 -0.3526 -0.3 0.0 -0.2
H 2.8314 -4.8834 -0.8544 0.1 0.0 0.0
H 0.5797 1.3946 6.2047 0.0 -0.1 -0.2
H -5.9934 3.8583 -2.3398 -0.1 -0.2 -0.4
C 4.8131 -1.4662 1.7355 -1.0 2.4 1.4
N -2.1430 5.5145 -1.6795 0.2 -0.1 0.5
H 5.1578 -3.8684 -1.8875 -0.4 0.4 0.1
H 0.2418 3.1398 6.2115 -0.3 -0.2 -0.1
H 4.2114 -2.2690 2.1616 0.9 -0.9 -0.4
H -1.0395 0.8713 4.1557 0.1 0.0 0.1
C -5.9059 2.8602 -1.9097 0.4 -0.5 0.0
H -2.6803 6.3048 -1.3767 0.0 -0.1 0.1
C 5.5510 -3.8271 -0.8686 0.5 0.1 -0.7
F 1.8641 -1.0119 -0.2537 -0.5 0.2 -0.6
H -0.9722 2.0337 2.8291 -0.2 -0.2 0.0
N -0.4174 -0.3775 -0.8017 3.8 1.3 0.9
C -4.7408 2.9353 -0.9398 -0.4 0.8 0.5
C 4.8087 -4.7529 0.0674 0.3 -0.5 -0.6
C -0.8549 1.9201 3.9105 -0.5 -0.4 -0.9
H 0.8436 -1.9225 -5.3171 0.4 0.2 -0.2
H -4.9685 -0.4025 -0.3244 0.1 0.0 -0.2
H 6.5108 -0.9898 1.0011 0.3 -0.1 0.1
H -7.0704 -1.2888 0.9696 0.4 0.1 0.0
C 0.5532 2.3419 4.2333 -0.2 0.3 -0.2
N 2.5760 3.6946 -0.1774 0.1 0.5 -0.1
H -1.6478 2.5182 4.3619 0.3 0.2 0.2
H 5.6353 -2.8112 -0.4808 -0.4 0.1 -0.2
H -0.1667 -1.6039 -2.1763 0.5 0.2 0.1
H 5.0306 -5.7502 -0.3304 -0.2 -0.2 0.4
C -7.0641 -0.8462 -0.0324 -0.1 -0.3 1.1
H -6.1080 -1.6161 -2.5542 -0.4 0.2 -0.2
S 1.0175 0.3454 -0.2432 3.6 -1.6 2.0
O 1.0921 0.6841 1.1555 -1.2 -0.6 -1.8
H -4.9415 3.7281 -0.2104 0.0 0.0 0.0
C 0.8070 2.3432 5.7208 0.6 1.0 0.3
H 0.9669 5.4144 2.0409 -0.2 -0.1 -0.2
H -1.3843 3.9177 -4.3664 -0.4 0.4 -0.2
O 5.3926 -4.6668 1.3449 -0.1 -0.2 0.6
H 3.4790 -0.1764 2.9703 -0.1 -0.1 -0.3
H 2.4211 2.8820 -0.7725 0.2 0.5 0.5
C -5.7413 -1.0512 -0.7380 -0.8 -0.4 1.0
H 6.5860 -4.1495 -1.0114 0.0 -0.2 0.4
H 2.6460 5.1325 1.7681 -0.1 0.3 0.2
H 4.8851 0.6454 2.2896 -0.1 0.0 -0.2
H -7.8571 -1.4019 -0.5334 -0.1 0.4 -0.3
H -1.0034 -4.7050 2.0697 0.6 0.1 0.4
H 0.6858 3.3280 3.7624 0.0 0.3 0.6
C -2.1881 5.2535 -3.0069 -1.3 1.3 -1.3
H -6.8747 2.6082 -1.4679 0.1 0.1 0.4
O -5.6254 1.9108 -2.9352 -0.1 0.4 -0.5
H -5.4759 -2.1035 -0.5752 0.4 0.1 -0.1
C 3.2873 -4.5640 0.0834 0.5 0.8 0.2
O 6.2341 -1.5878 1.7018 -0.4 -1.1 -0.6
H 4.3690 -1.1483 0.7888 0.3 -0.6 -0.3
H 5.0504 -0.4087 3.6430 0.1 -0.4 -0.1
H 1.8423 2.6300 5.9231 0.1 -0.4 0.0
K -2.8136 -2.1709 -2.4113 0.2 0.1 0.2
S -1.2014 0.9487 -0.8358 -6.8 4.7 -0.7
N 1.6894 4.9320 1.5426 0.6 0.3 0.0
C 0.0255 -3.5396 0.5740 0.8 -0.4 0.5
H -1.7223 4.8734 -1.0248 0.1 0.2 0.1
O 0.3330 3.8177 0.0907 -0.1 0.7 -0.2
H 3.3975 3.7461 0.3985 0.3 -0.3 -0.4
H 1.8202 -1.6073 -3.1156 -0.1 0.2 -0.1
O -1.6845 1.4674 0.4281 1.3 -1.0 -1.4
O -1.0657 -2.6646 0.3930 -1.0 -0.9 -0.4
C 4.5276 -0.3085 2.6894 -0.2 0.8 0.6
C 1.1918 -2.4781 -3.3241 1.3 0.0 -0.2
C 1.2695 -2.7982 -4.8162 -1.5 0.9 0.0
H 0.3934 -5.5777 1.3486 0.0 0.0 -0.1
H -1.2196 -5.3249 0.5549 0.5 -0.2 -0.5
O 1.5084 1.5044 3.6232 0.5 -0.6 0.0
O -5.9213 -0.7839 -2.1139 0.8 -0.3 -0.7